Record 1
A structure of composition C14H36F6O22P4S2Zn at a distorted geometry, computed with ωB97M-V with the def2-TZVPD basis set.

## Properties
**Net charge**: 0
**HOMO energy**: -8.9 eV
**Frontier orbital gap**: 8.9 eV
**E_tot**: -6751.02334 Ha

XYZ file:
```
85
C14H36F6O22P4S2Zn (ωB97M-V with the def2-TZVPD basis set)
Zn -6.76 19.76 20.24
C -9.91 21.37 23.20
F -10.72 22.34 23.68
F -8.78 21.27 23.97
F -10.61 20.22 23.36
S -9.38 21.71 21.34
O -9.24 23.18 21.23
O -8.10 20.93 21.18
O -10.50 21.21 20.51
C -8.55 15.59 21.01
F -7.70 15.59 22.01
F -8.00 15.01 19.97
F -9.62 14.92 21.31
S -9.08 17.35 20.50
O -7.85 18.11 20.21
O -10.05 17.22 19.43
O -9.67 17.96 21.70
C -1.40 18.19 19.18
O -2.67 18.67 19.62
P -3.98 18.16 18.89
O -5.27 18.82 19.26
O -4.02 16.58 19.19
C -4.55 16.05 20.30
O -3.53 18.22 17.26
C -3.24 19.46 16.71
H -0.99 19.02 18.60
H -1.29 17.37 18.47
H -0.78 17.94 20.04
H -3.83 15.73 21.05
H -5.12 15.17 19.99
H -5.24 16.72 20.80
H -4.09 19.76 16.09
H -2.34 19.38 16.10
H -3.08 20.14 17.54
C -8.50 23.43 18.04
O -8.41 22.43 17.10
P -7.42 21.10 17.21
O -7.11 20.60 18.50
O -6.11 21.38 16.26
C -6.29 21.88 14.94
O -8.13 19.98 16.37
C -9.31 19.33 16.90
H -8.13 23.11 19.01
H -9.59 23.54 18.10
H -7.95 24.27 17.60
H -7.31 21.68 14.59
H -5.64 21.35 14.24
H -6.21 22.96 14.81
H -9.11 18.26 16.89
H -10.21 19.56 16.33
H -9.66 19.55 17.91
C -2.46 21.88 20.16
O -3.22 22.97 20.08
P -4.87 22.80 20.03
O -5.42 21.53 20.58
O -5.26 24.09 20.87
C -4.56 24.50 22.01
O -5.17 23.14 18.48
C -4.48 24.27 17.83
H -1.94 21.70 19.22
H -2.97 21.01 20.56
H -1.66 22.14 20.85
H -5.26 25.08 22.60
H -3.78 25.27 21.96
H -4.20 23.66 22.61
H -5.29 24.79 17.32
H -3.75 24.02 17.07
H -4.03 24.96 18.54
C -3.98 20.17 24.95
O -4.58 20.19 23.68
P -5.25 18.83 23.16
O -5.95 18.93 21.84
O -6.28 18.48 24.33
C -7.65 17.99 24.13
O -4.16 17.67 23.26
C -4.31 16.43 23.87
H -3.17 19.49 25.21
H -4.66 20.10 25.80
H -3.57 21.17 25.14
H -8.18 18.35 23.26
H -8.29 18.21 24.99
H -7.64 16.90 24.04
H -3.73 16.36 24.79
H -3.98 15.66 23.17
H -5.32 16.23 24.24
```

=====

Record 2
A cluster of 5 separate species, C14H36NO6 in total, computed with ωB97M-V with the def2-TZVPD basis set.

## Properties
**Net charge**: -1
**HOMO energy**: -1.3 eV
**Frontier orbital gap**: 4.2 eV
**E_tot**: -1061.12692 Ha

XYZ file:
```
57
C14H36NO6 (ωB97M-V with the def2-TZVPD basis set)
C 4.09 -1.06 -0.80
C 2.95 -0.29 -1.45
C 1.89 0.14 -0.48
O 2.03 0.10 0.73
O 0.80 0.63 -1.06
C -0.50 0.02 -0.67
C -0.79 -1.38 -1.31
N -1.11 -2.41 -0.40
C 0.06 -2.95 0.23
H 3.68 -1.87 -0.19
H 4.69 -0.42 -0.16
H 4.73 -1.50 -1.56
H 3.32 0.62 -1.94
H 2.45 -0.88 -2.22
H -0.56 -0.04 0.41
H -1.22 0.76 -1.02
H 0.10 -1.59 -1.97
H -1.63 -1.23 -1.98
H -0.08 -3.14 1.31
H 0.40 -3.92 -0.20
H 0.96 -2.29 0.19
C -5.60 2.34 0.27
C -4.41 1.47 0.63
O -3.41 1.48 -0.38
H -6.04 2.02 -0.67
H -6.37 2.29 1.05
H -5.30 3.39 0.17
H -4.72 0.43 0.72
H -3.99 1.78 1.59
H -3.09 2.38 -0.48
C -3.50 1.35 -5.79
C -2.35 0.74 -5.01
O -2.76 -0.30 -4.14
H -4.26 1.73 -5.11
H -3.16 2.17 -6.43
H -3.97 0.60 -6.44
H -1.89 1.48 -4.37
H -1.57 0.38 -5.70
H -3.15 -1.01 -4.66
C 5.36 -1.59 3.14
C 4.08 -2.38 2.95
O 2.92 -1.62 3.23
H 5.42 -1.21 4.17
H 6.24 -2.21 2.95
H 5.39 -0.73 2.46
H 4.05 -3.23 3.63
H 4.04 -2.78 1.93
H 2.88 -0.89 2.60
C 0.57 0.99 4.18
C -0.10 2.16 3.49
O 0.68 2.64 2.41
H 1.56 1.29 4.53
H -0.01 0.63 5.03
H 0.69 0.17 3.48
H -0.22 3.01 4.17
H -1.10 1.87 3.14
H 0.81 1.90 1.81
```

=====

Record 3
A structure of composition C14H37AsMnN4O2 at a distorted geometry, computed with ωB97M-V with the def2-TZVPD basis set.

## Properties
**Spin multiplicity**: 6
**Net charge**: +2
**<S²>**: 8.75
**HOMO energy (alpha / beta)**: -14.6 / -14.6 eV
**Frontier orbital gap (alpha / beta)**: 9.9 / 9.4 eV
**E_tot**: -4311.45475 Ha

XYZ file:
```
59
C14H37AsMnN4O2 (ωB97M-V with the def2-TZVPD basis set)
Mn -0.43 0.18 -0.30
C 1.15 -2.26 -1.53
N 0.85 -0.87 -1.92
C 2.12 -0.15 -2.12
C 0.05 -0.83 -3.16
C -1.43 -1.15 -2.92
N -2.03 -0.26 -1.89
C -3.27 -0.87 -1.40
C -2.34 1.05 -2.48
H 1.65 -2.81 -2.33
H 0.23 -2.78 -1.26
H 1.81 -2.25 -0.66
H 2.67 -0.54 -2.98
H 2.73 -0.25 -1.23
H 1.92 0.91 -2.29
H 0.44 -1.55 -3.90
H 0.15 0.17 -3.59
H -1.52 -2.18 -2.57
H -1.97 -1.06 -3.86
H -4.01 -0.98 -2.20
H -3.71 -0.24 -0.62
H -3.07 -1.85 -0.98
H -3.08 0.95 -3.28
H -1.44 1.52 -2.88
H -2.76 1.71 -1.71
C -2.34 -2.51 1.79
N -1.27 -2.46 2.77
C -1.37 -3.40 3.88
C -0.27 -1.61 2.47
O -0.38 -0.99 1.35
N 0.81 -1.34 3.22
C 1.74 -0.32 2.78
C 1.25 -1.92 4.48
H -3.21 -3.01 2.21
H -2.01 -3.06 0.90
H -2.63 -1.50 1.50
H -2.28 -3.99 3.74
H -1.47 -2.89 4.84
H -0.54 -4.10 3.89
H 1.38 0.17 1.87
H 2.72 -0.76 2.58
H 1.86 0.43 3.56
H 0.61 -2.71 4.83
H 1.30 -1.14 5.24
H 2.26 -2.32 4.35
C 1.16 4.10 -2.44
As 1.11 3.56 -0.55
C 0.29 4.99 0.46
C 2.89 3.19 0.17
O 0.20 2.17 -0.37
H 2.07 4.66 -2.65
H 0.30 4.75 -2.61
H 1.10 3.24 -3.11
H 0.88 5.90 0.37
H 0.22 4.70 1.51
H -0.72 5.18 0.09
H 3.65 3.82 -0.30
H 3.15 2.14 0.02
H 2.88 3.41 1.24
```

=====

Record 4
A structure of composition C14H37I2OP2Si2W at a distorted geometry, computed with ωB97M-V with the def2-TZVPD basis set.

## Properties
**Spin multiplicity**: 3
**Net charge**: +3
**<S²>**: 2.04
**HOMO energy (alpha / beta)**: -18.7 / -18.7 eV
**Frontier orbital gap (alpha / beta)**: 5.9 / 4.8 eV
**E_tot**: -2553.91669 Ha

XYZ file:
```
59
C14H37I2OP2Si2W (ωB97M-V with the def2-TZVPD basis set)
I -0.08 -2.11 -2.82
I -0.36 2.88 -2.36
W 0.13 0.44 -1.11
P -2.31 0.21 -1.52
C -2.82 0.32 -3.27
C -3.13 -1.34 -1.00
H -4.21 -1.25 -1.22
H -4.42 1.03 -0.67
H -3.01 -1.50 0.08
H -3.06 1.58 0.35
H -2.26 -0.40 -3.88
H -2.73 -2.21 -1.53
C -3.39 1.42 -0.69
H -3.89 0.09 -3.35
H -3.37 2.38 -1.21
H -2.64 1.33 -3.66
P 2.50 0.67 -1.92
C 2.56 0.71 -3.74
C 3.49 2.13 -1.41
H 3.96 -0.67 -0.51
H 4.69 -0.34 -2.12
H 3.43 -1.61 -1.93
C 3.76 -0.62 -1.59
H 3.73 2.06 -0.34
H 4.43 2.12 -1.98
H 3.62 0.67 -4.04
H 2.10 1.64 -4.11
H 2.95 3.06 -1.61
H 2.03 -0.15 -4.16
C 1.11 -1.76 -0.93
O 1.79 -2.59 -0.41
C -2.10 -1.50 2.71
Si -0.47 -1.81 1.83
C 0.85 -2.14 3.13
C -0.77 -3.48 1.03
C 0.29 -0.36 0.78
Si 0.10 1.25 1.67
C 1.35 1.19 3.11
C 0.76 2.51 0.53
C -1.52 1.72 2.49
H -2.48 -2.49 3.01
H -2.86 -1.01 2.09
H -1.94 -0.91 3.63
H 0.87 -3.22 3.32
H 1.86 -1.83 2.81
H 0.62 -1.64 4.08
H -1.06 -3.42 -0.02
H 0.16 -4.07 1.11
H -1.56 -4.01 1.59
H 1.38 -0.53 0.94
H 2.20 0.53 2.90
H 1.75 2.21 3.24
H 0.90 0.89 4.06
H 0.56 2.23 -0.59
H 0.18 3.45 0.62
H 1.84 2.72 0.61
H -2.40 1.15 2.15
H -1.43 1.59 3.58
H -1.69 2.79 2.29
```

=====

Record 5
A structure of composition C14H37N2NbO4P at a distorted geometry, computed with ωB97M-V with the def2-TZVPD basis set.

## Properties
**Net charge**: -1
**HOMO energy**: -3.8 eV
**Frontier orbital gap**: 6.3 eV
**E_tot**: -1364.16606 Ha

XYZ file:
```
59
C14H37N2NbO4P (ωB97M-V with the def2-TZVPD basis set)
C 4.60 1.20 -0.71
C 4.68 0.79 -2.21
C 3.60 1.45 -3.12
O 2.89 0.44 -3.82
C 1.45 0.53 -3.67
Nb 0.49 0.08 -1.65
C -1.43 1.02 -2.46
C -2.03 2.15 -1.55
C -3.30 1.69 -0.77
P -0.24 -2.29 -2.29
C 1.00 -3.17 -3.38
O -0.27 -3.17 -0.80
H 4.51 0.30 -0.11
H 5.58 1.64 -0.43
H 3.79 1.90 -0.52
H 4.53 -0.29 -2.26
H 5.67 0.99 -2.65
H 4.15 2.02 -3.89
H 2.96 2.17 -2.60
H 1.04 -0.22 -4.39
H 1.17 1.53 -4.09
H 2.12 -0.53 -1.04
H -0.21 -0.09 0.05
H 1.00 1.77 -1.12
H -2.19 0.24 -2.65
H -1.22 1.48 -3.45
H -2.33 3.02 -2.16
H -1.30 2.53 -0.83
H -3.75 0.78 -1.18
H -3.08 1.52 0.29
H -4.06 2.49 -0.84
H 0.62 -4.18 -3.62
H 1.14 -2.66 -4.34
H 1.94 -3.30 -2.85
H 0.15 -2.60 -0.17
C 4.07 -1.14 2.71
O 3.04 -1.00 2.10
N 4.17 -1.23 4.06
C 5.44 -1.40 4.73
C 2.95 -1.14 4.85
H 5.04 -1.21 2.20
H 5.43 -2.32 5.31
H 5.61 -0.55 5.41
H 6.25 -1.44 4.00
H 2.27 -1.95 4.56
H 2.46 -0.19 4.66
H 3.19 -1.23 5.91
C -6.95 1.42 0.73
O -6.62 2.56 0.99
N -6.97 0.40 1.62
C -7.37 -0.94 1.24
C -6.58 0.66 3.00
H -7.25 1.12 -0.28
H -8.24 -1.25 1.83
H -6.55 -1.63 1.43
H -7.63 -0.98 0.18
H -7.24 1.42 3.42
H -5.56 1.03 3.02
H -6.65 -0.25 3.58
```

=====

Record 6
A structure of composition C14H37O22Zn2 at a distorted geometry, computed with ωB97M-V with the def2-TZVPD basis set.

## Properties
**Net charge**: -3
**HOMO energy**: -2.3 eV
**Frontier orbital gap**: 1.3 eV
**E_tot**: -5769.06370 Ha

XYZ file:
```
75
C14H37O22Zn2 (ωB97M-V with the def2-TZVPD basis set)
Zn 5.11 -0.49 0.59
Zn -1.89 1.16 5.72
C -0.95 -0.72 -0.79
C -0.20 0.03 0.37
O 1.04 0.10 0.29
O -0.86 0.29 1.40
H -1.33 -0.14 -1.63
H -1.84 -1.25 -0.45
H -0.43 -1.64 -1.05
C -4.34 6.95 4.86
C -2.94 6.40 4.57
O -2.68 5.24 4.89
O -2.16 7.22 4.07
H -4.38 7.97 5.25
H -4.93 6.33 5.54
H -4.84 6.88 3.90
C -3.30 1.31 -6.30
C -2.85 2.73 -6.01
O -2.92 3.65 -6.84
O -2.67 3.11 -4.83
H -4.08 1.04 -5.58
H -2.43 0.66 -6.15
H -3.82 1.21 -7.25
C 2.07 -5.49 1.55
C 2.82 -4.65 2.60
O 2.51 -4.66 3.82
O 3.83 -3.98 2.24
H 1.90 -6.50 1.93
H 2.67 -5.64 0.65
H 1.10 -5.08 1.27
C 2.91 -3.37 -4.88
C 4.24 -2.89 -4.31
O 5.30 -2.92 -4.97
O 4.28 -2.47 -3.13
H 2.67 -4.35 -4.46
H 2.98 -3.48 -5.96
H 2.09 -2.69 -4.65
C -2.35 -7.19 -3.55
C -3.01 -6.65 -4.86
O -3.59 -5.54 -4.96
O -3.22 -7.31 -5.94
H -3.02 -7.84 -2.99
H -2.02 -6.39 -2.88
H -1.48 -7.77 -3.86
C 6.85 3.87 5.45
C 6.66 2.38 5.11
O 5.99 2.01 4.12
O 7.11 1.46 5.84
H 5.96 4.34 5.04
H 7.57 4.32 4.76
H 6.97 4.19 6.49
O 1.55 1.52 6.16
H 2.05 2.33 6.33
H 2.13 1.00 5.61
O 6.00 2.29 -1.08
H 5.49 2.87 -1.65
H 6.84 2.73 -0.97
O -6.55 -0.08 0.67
H -6.27 -0.86 0.18
H -5.82 0.53 0.58
O -6.36 -3.87 -1.33
H -5.92 -4.61 -0.92
H -6.30 -4.04 -2.27
O 2.05 4.82 0.12
H 1.20 5.25 0.07
H 1.84 3.90 0.26
O -1.40 -2.25 6.08
H -0.75 -2.90 5.83
H -2.24 -2.69 5.97
O -4.48 3.81 -0.09
H -4.45 3.96 -1.04
H -3.58 3.57 0.14
O 2.00 2.93 -4.28
H 1.37 2.28 -3.97
H 1.48 3.71 -4.47
```

=====

Record 7
A structure of composition C14H38N4O8PS3 at a distorted geometry, computed with ωB97M-V with the def2-TZVPD basis set.

## Properties
**Net charge**: -1
**HOMO energy**: -5.6 eV
**Frontier orbital gap**: 7.9 eV
**E_tot**: -2912.97962 Ha

XYZ file:
```
68
C14H38N4O8PS3 (ωB97M-V with the def2-TZVPD basis set)
C 2.28 0.49 -3.82
C 2.54 1.12 -5.23
N 1.34 1.76 -5.77
S 1.00 3.26 -5.04
O 2.23 4.10 -5.21
O 0.71 3.12 -3.59
N -0.22 3.99 -5.91
S -1.73 3.30 -5.60
O -2.49 3.97 -4.51
O -2.52 3.42 -6.87
P -1.69 1.18 -5.19
S -1.37 0.67 -3.34
H 1.30 0.77 -3.42
H 3.04 0.89 -3.14
H 2.37 -0.60 -3.85
H 3.39 1.82 -5.23
H 2.83 0.30 -5.90
H 1.32 1.82 -6.78
H -0.77 0.48 -6.03
H -2.98 0.69 -5.56
C 5.32 0.18 2.37
O 4.10 -0.28 2.92
C 3.37 0.74 3.60
C 2.09 1.07 2.84
N 2.38 1.76 1.59
C 1.22 1.90 0.71
C 0.60 0.62 0.14
O 1.44 -0.07 -0.77
C 2.36 -0.97 -0.18
H 5.87 -0.69 2.01
H 5.15 0.85 1.52
H 5.93 0.69 3.12
H 3.97 1.63 3.76
H 3.09 0.33 4.58
H 1.46 1.71 3.47
H 1.55 0.12 2.66
H 3.10 1.26 1.10
H 1.54 2.51 -0.14
H 0.44 2.47 1.23
H -0.27 0.92 -0.44
H 0.23 -0.06 0.92
H 1.97 -1.41 0.74
H 3.32 -0.47 0.02
H 2.56 -1.77 -0.90
C -2.07 -1.50 0.02
O -1.55 -1.21 1.31
C -2.22 -0.15 1.97
C -2.99 -0.66 3.17
N -4.14 -1.46 2.75
C -4.79 -2.19 3.84
C -3.97 -3.28 4.55
O -3.68 -4.40 3.74
C -2.51 -4.27 2.94
H -1.40 -2.22 -0.46
H -3.06 -1.94 0.08
H -2.10 -0.60 -0.60
H -2.87 0.41 1.29
H -1.45 0.54 2.33
H -3.35 0.18 3.76
H -2.30 -1.25 3.78
H -3.84 -2.13 2.05
H -5.68 -2.67 3.42
H -5.14 -1.47 4.58
H -4.59 -3.66 5.37
H -3.07 -2.88 5.02
H -1.75 -3.65 3.42
H -2.76 -3.87 1.96
H -2.10 -5.27 2.79
```

=====

> Number 2 is which compound?

C14H36NO6

=====

> Which formula does entry 2 have?

C14H36NO6